Record 1
A structure of composition C35H39AsAuCl2N5O3S. Source: the OMol25 dataset; level of theory: the ωB97M-V functional and the def2-TZVPD basis.

Last column: Löwdin charge in e.
Positions of all 87 atoms, in Å:
Au  0.2711  -0.2953  2.9581  0.56
Cl  -5.0566  3.0484  -1.5424  0.74
C  -5.0208  1.4237  -0.9280  -0.58
C  -6.1694  0.6635  -1.0625  -0.12
C  -6.1633  -0.6735  -0.7046  -0.09
C  -4.9931  -1.2430  -0.2325  -0.11
C  -3.8593  -0.4663  -0.0756  -0.56
Cl  -2.4072  -1.2360  0.4765  0.76
C  -3.8372  0.9038  -0.3783  -0.30
N  -2.6904  1.6584  -0.2206  0.08
C  -2.6729  2.9219  0.3951  -0.25
C  -3.6517  3.3014  1.3111  -0.07
C  -3.6269  4.5592  1.8944  -0.11
C  -2.6087  5.4484  1.5842  -0.10
C  -1.6206  5.0589  0.6901  -0.05
C  -1.6275  3.8052  0.0889  -0.18
C  -0.5169  3.4037  -0.8395  -0.05
C  0.5037  2.4748  -0.1468  -0.66
O  1.6903  2.8301  -0.1073  -0.02
O  0.0281  1.3932  0.3324  -0.14
H  -7.0532  1.1264  -1.4790  0.10
H  -7.0566  -1.2722  -0.8160  0.10
H  -4.9449  -2.2917  0.0264  0.10
H  -1.7939  1.1766  -0.1137  0.07
H  -4.4479  2.6050  1.5473  0.12
H  -4.4135  4.8469  2.5822  0.10
H  -2.5879  6.4378  2.0230  0.10
H  -0.8169  5.7430  0.4426  0.12
H  0.0109  4.2836  -1.2010  0.11
H  -0.9355  2.8624  -1.6931  0.12
O  0.2660  -2.5586  0.9962  -0.07
C  0.6643  -2.3398  -0.1508  -0.54
C  0.8544  -3.4740  -1.1331  -0.10
C  -0.2092  -3.4514  -2.2405  -0.18
C  0.0866  -2.4761  -3.3782  -0.21
C  0.1731  -1.0080  -2.9704  -0.18
C  1.2677  -0.7218  -1.9456  -0.17
N  0.9170  -1.0952  -0.5868  0.09
H  0.7805  -4.3909  -0.5519  0.12
H  1.8555  -3.4317  -1.5750  0.12
H  -1.1814  -3.2212  -1.7934  0.11
H  -0.2900  -4.4566  -2.6595  0.11
H  -0.6810  -2.5888  -4.1479  0.11
H  1.0358  -2.7642  -3.8459  0.11
H  -0.7815  -0.6681  -2.5560  0.11
H  0.3667  -0.4060  -3.8624  0.11
H  1.4731  0.3489  -1.9088  0.12
H  2.1994  -1.2154  -2.2449  0.12
H  0.6057  -0.3128  -0.0055  0.07
N  6.1623  -0.1721  -1.0207  0.17
C  7.2572  -0.7319  -1.6419  -0.19
C  8.1241  -0.2644  -2.6250  -0.02
C  9.1348  -1.1198  -3.0138  -0.10
C  9.2798  -2.3964  -2.4442  -0.09
C  8.4162  -2.8522  -1.4709  -0.02
C  7.3855  -2.0034  -1.0661  -0.23
N  6.3883  -2.2051  -0.1292  0.18
C  5.6889  -1.1044  -0.1343  -0.28
C  4.5064  -0.8731  0.7022  -0.12
C  3.8932  0.3670  0.7947  0.02
C  2.7489  0.5000  1.5552  -0.12
N  2.2060  -0.5308  2.2114  -0.11
C  2.8108  -1.7275  2.1522  -0.13
C  3.9560  -1.9350  1.4177  0.01
H  5.7489  0.7203  -1.2243  0.15
H  8.0156  0.7183  -3.0648  0.11
H  9.8341  -0.8006  -3.7753  0.10
H  10.0888  -3.0309  -2.7809  0.10
H  8.5221  -3.8336  -1.0287  0.11
H  4.2446  1.2457  0.2712  0.12
H  2.2239  1.4433  1.5670  0.08
H  2.3230  -2.5354  2.6764  0.11
H  4.4136  -2.9123  1.3709  0.12
C  -2.8243  2.9602  5.1777  -0.24
As  -1.2562  2.0326  4.5720  0.70
C  -0.1180  1.8623  6.1132  -0.26
C  -0.3464  3.1540  3.3181  -0.23
S  -1.8370  0.1420  3.7775  0.12
H  -2.5363  3.8944  5.6577  0.04
H  -3.3493  2.3202  5.8842  0.04
H  -3.4562  3.1650  4.3168  0.01
H  0.1591  2.8520  6.4751  0.04
H  0.7685  1.3038  5.8205  0.02
H  -0.6538  1.3152  6.8861  0.04
H  -0.2905  4.1700  3.7081  0.05
H  -0.9012  3.1385  2.3824  0.01
H  0.6489  2.7460  3.1506  0.03

Calculated values
2S+1: 1
Net charge: 0
HOMO energy, eV: -7.5
Kohn-Sham gap, eV: 7.23

Record 2
A structure of composition C35H39BEuN13O5 at a distorted geometry. Source: the OMol25 dataset; level of theory: the ωB97M-V functional and the def2-TZVPD basis.

Last column: Löwdin spin population.
Positions of all 94 atoms, in Å:
Eu  0.0890  0.4405  0.3173  7.02
N  -1.4951  0.2626  2.4565  -0.01
C  -2.3801  1.4391  2.3008  0.00
C  -1.5177  2.6989  2.2082  0.00
O  -1.7701  3.6496  2.9666  0.00
N  -0.5497  2.5873  1.3117  -0.01
C  0.4365  3.6388  1.3026  0.00
C  1.7445  3.1018  0.7372  0.00
O  2.8316  3.5834  1.1220  0.00
O  1.6561  2.1208  -0.0644  -0.01
H  -2.0625  -0.5747  2.5191  0.00
H  -1.0103  0.3289  3.3494  0.00
H  -3.0829  1.5545  3.1283  0.00
H  -2.9533  1.3266  1.3740  0.00
H  0.6072  4.0436  2.3063  0.00
H  0.1344  4.4992  0.6858  0.00
C  -2.0775  -1.0709  -5.0639  0.00
C  -1.8003  -0.1395  -3.9319  0.00
C  -2.0517  1.2135  -3.8575  0.00
C  -1.5636  1.6012  -2.6004  0.00
N  -1.0737  0.5618  -1.9521  -0.01
N  -1.2114  -0.5165  -2.7720  0.00
B  -0.7677  -1.9508  -2.3908  0.00
N  -1.6189  -2.5908  -1.2595  0.00
N  -1.5558  -2.1792  0.0385  0.00
C  -2.4586  -2.8908  0.6903  0.00
C  -3.1291  -3.7778  -0.1620  0.00
C  -2.5655  -3.5488  -1.4023  0.00
C  -2.8930  -4.2133  -2.6986  0.00
C  -2.6077  -2.7316  2.1517  0.00
C  -3.8132  -2.3060  2.7022  0.00
C  -3.9314  -2.1154  4.0724  0.00
C  -2.8447  -2.3486  4.9030  0.00
C  -1.6427  -2.7888  4.3642  0.00
C  -1.5320  -2.9903  2.9974  0.00
N  0.7612  -2.0422  -2.0884  0.00
N  1.5136  -1.0309  -1.5774  0.00
C  2.7764  -1.3843  -1.7419  0.00
C  2.8721  -2.6494  -2.3469  0.00
C  1.5637  -3.0318  -2.5536  0.00
C  1.0269  -4.2893  -3.1487  0.00
C  3.9019  -0.5313  -1.3157  0.00
C  3.8614  0.8498  -1.4695  0.00
C  4.9061  1.6392  -1.0138  0.00
C  6.0168  1.0545  -0.4215  0.00
C  6.0800  -0.3272  -0.2860  0.00
C  5.0269  -1.1125  -0.7281  0.00
C  -1.4853  3.0016  -2.1195  0.00
C  -0.2908  3.7076  -2.2054  0.00
C  -0.2449  5.0515  -1.8679  0.00
C  -1.3902  5.6982  -1.4255  0.00
C  -2.5818  4.9955  -1.3188  0.00
C  -2.6288  3.6563  -1.6753  0.00
H  -2.5086  -0.5044  -5.8889  0.00
H  -2.7818  -1.8566  -4.7921  0.00
H  -1.1709  -1.5588  -5.4195  0.00
H  -2.4936  1.8442  -4.6083  0.00
H  -0.9663  -2.6292  -3.3594  0.00
H  -3.8959  -4.4861  0.0966  0.00
H  -3.6100  -5.0126  -2.5135  0.00
H  -2.0138  -4.6451  -3.1748  0.00
H  -3.3391  -3.5191  -3.4104  0.00
H  -4.6461  -2.0937  2.0429  0.00
H  -4.8644  -1.7578  4.4876  0.00
H  -2.9281  -2.1707  5.9665  0.00
H  -0.7870  -2.9513  5.0036  0.00
H  -0.5915  -3.3056  2.5630  0.00
H  3.7641  -3.1923  -2.6059  0.00
H  1.8364  -5.0091  -3.2647  0.00
H  0.5754  -4.1186  -4.1264  0.00
H  0.2640  -4.7339  -2.5093  0.00
H  2.9869  1.3056  -1.9077  0.00
H  4.8329  2.7147  -1.0910  0.00
H  6.8234  1.6737  -0.0518  0.00
H  6.9408  -0.7880  0.1810  0.00
H  5.0605  -2.1891  -0.6056  0.00
H  0.6062  3.1934  -2.5275  0.00
H  0.6943  5.5855  -1.9268  0.00
H  -1.3515  6.7429  -1.1455  0.00
H  -3.4727  5.4845  -0.9486  0.00
H  -3.5562  3.1030  -1.5922  0.00
N  2.4630  -0.3917  1.6397  0.00
N  3.0049  0.7832  2.2645  0.00
C  2.4456  1.2139  3.4239  0.00
N  2.6961  2.4898  3.7359  0.00
N  1.7160  0.2652  4.0415  0.00
N  1.1845  0.5360  5.2614  0.00
O  0.3438  -0.2624  5.6433  0.00
O  1.5947  1.4528  5.9733  0.00
H  2.2842  -1.0428  2.4013  0.00
H  3.2081  -0.7819  1.0647  0.00
H  3.2496  1.5076  1.5870  0.00
H  2.8769  3.1183  2.9424  0.00
H  2.3005  2.8131  4.6042  0.00

Calculated values
2S+1: 8
Net charge: -1
HOMO energy (spin up / spin down), eV: -3.3 / -4.9
Kohn-Sham gap (spin up / spin down), eV: 5.54 / 7.18